{
  "formula": "C5H10N2",
  "method": "ωB97M-V with the def2-TZVPD basis set",
  "symbols": ["C", "N", "C", "C", "C", "C", "N", "H", "H", "H", "H", "H", "H", "H", "H", "H", "H"],
  "coordinates": [[-2.4742, -1.5237, -0.2072], [-1.5320, -0.7017, -0.2837], [-0.1283, -0.8291, -0.3032], [0.5835, -1.9847, -0.0982], [0.5650, 0.4468, -0.8308], [0.4841, 1.8182, 0.1210], [1.4984, 1.6447, 1.3060], [-2.2960, -2.5810, -0.0840], [-3.5283, -1.0978, -0.3478], [1.8016, -1.9675, -0.3252], [-0.0435, -2.8304, 0.3850], [1.5924, 0.2596, -1.1578], [0.0438, 0.5560, -1.8210], [0.9480, 2.4804, -0.5460], [-0.4655, 2.2237, 0.5196], [1.9002, 2.6071, 1.4645], [1.0509, 1.4792, 2.2088]],
  "lowdin_charge": [-0.05, -0.01, -0.41, 0.04, -0.14, -0.18, -0.04, 0.06, 0.09, 0.12, 0.07, 0.09, 0.11, 0.06, 0.10, 0.06, 0.04],
  "e_tot_ev": -8324.1574,
  "orbital_gap_ev": 9.548,
  "lumo_energy_ha": 0.0214,
  "relative_energy_kcal_mol": 73.24,
  "smiles": "C=NC(=C)CCN"
}



{
  "formula": "H22O11",
  "method": "ωB97M-V with the def2-TZVPD basis set",
  "symbols": ["O", "H", "H", "O", "H", "H", "O", "H", "H", "O", "H", "H", "O", "H", "H", "O", "H", "H", "O", "H", "H", "O", "H", "H", "O", "H", "H", "O", "H", "H", "O", "H", "H"],
  "coordinates": [[9.3850, 3.2320, -15.8350], [9.1670, 2.5340, -15.2150], [10.0670, 3.7330, -15.3870], [10.8430, -1.5560, -16.9260], [11.5180, -2.1910, -17.0870], [11.3270, -0.7640, -17.1160], [10.1080, 5.4490, -18.2580], [9.4130, 5.6800, -18.8610], [9.8940, 4.5220, -18.2610], [8.1130, -1.5860, -16.9870], [7.4530, -1.1580, -16.4370], [8.5760, -0.8130, -17.3970], [9.5490, 1.4150, -17.9600], [10.2990, 1.2580, -18.5190], [9.5250, 2.3320, -17.6320], [11.6570, 0.7420, -20.6410], [11.2210, 1.5930, -20.5970], [11.2020, 0.2220, -19.9820], [10.3280, -1.9200, -19.5340], [10.3930, -1.7060, -18.5920], [10.6180, -2.8520, -19.5870], [6.1450, 2.9620, -16.3560], [5.5180, 3.4920, -16.8500], [6.9960, 3.0980, -16.8070], [7.8670, 3.5260, -18.7000], [6.9530, 3.8720, -18.6530], [7.8900, 3.1120, -19.5990], [7.2580, 0.5250, -19.3630], [7.8370, 0.8800, -18.6920], [7.4820, 1.1460, -20.0270], [12.5830, 0.0440, -18.0230], [12.8330, 0.9290, -17.8920], [13.1800, -0.3790, -17.3810]],
  "lowdin_charge": [-0.03, 0.06, 0.06, -0.04, 0.05, -0.02, -0.04, 0.02, -0.02, -0.07, 0.03, 0.01, -0.04, 0.01, 0.01, -0.04, 0.02, -0.02, -0.06, -0.04, 0.06, -0.05, 0.03, -0.01, -0.07, 0.07, 0.08, -0.03, -0.03, -0.01, -0.02, 0.04, 0.09],
  "e_tot_ev": -22878.7458,
  "orbital_gap_ev": 10.023,
  "lumo_energy_ha": -0.0118,
  "relative_energy_kcal_mol": 63.83,
  "smiles": "O.O.O.O.O.O.O.O.O.O.O"
}



{
  "formula": "C3H3N3",
  "method": "ωB97M-V with the def2-TZVPD basis set",
  "symbols": ["N", "C", "C", "N", "C", "N", "H", "H", "H"],
  "coordinates": [[2.5845, -0.7419, -0.3524], [1.5554, -0.2898, -0.0810], [0.1792, 0.0359, 0.3438], [-0.7304, -0.9324, -0.2542], [-0.3880, 1.4010, 0.1655], [-1.2043, 2.2226, 0.1838], [0.1823, -0.0830, 1.4339], [-1.6680, -0.5456, -0.2030], [-0.5107, -1.0669, -1.2364]],
  "lowdin_charge": [0.17, -0.17, -0.38, 0.05, -0.16, 0.16, 0.15, 0.09, 0.09],
  "e_tot_ev": -7628.3762,
  "orbital_gap_ev": 11.532,
  "lumo_energy_ha": 0.0146,
  "relative_energy_kcal_mol": 27.06,
  "smiles": "N#CC(N)C#N"
}



{
  "formula": "C32H51AsI2N3O5SbSi3Ti",
  "method": "ωB97M-V with the def2-TZVPD basis set",
  "symbols": ["Ti", "O", "C", "O", "C", "O", "O", "O", "C", "C", "C", "C", "C", "C", "N", "H", "H", "H", "H", "H", "H", "H", "N", "C", "C", "C", "C", "N", "C", "C", "H", "H", "H", "H", "C", "As", "C", "C", "C", "C", "C", "C", "C", "C", "H", "H", "H", "H", "H", "H", "H", "H", "H", "H", "H", "H", "H", "C", "Si", "C", "C", "Sb", "Si", "C", "C", "C", "Si", "C", "C", "C", "H", "H", "H", "H", "H", "H", "H", "H", "H", "H", "H", "H", "H", "H", "H", "H", "H", "H", "H", "H", "H", "H", "H", "H", "H", "H", "H", "I", "I"],
  "coordinates": [[-1.4142, 0.1432, -2.6820], [1.9397, -0.1516, -1.0925], [0.9467, 0.3760, -1.4805], [-0.3068, -0.1406, -1.2637], [0.8756, 1.5018, -2.5464], [1.8121, 2.0654, -3.0133], [-0.3961, 1.6085, -3.0503], [-1.9428, -0.0516, 0.9439], [-3.1965, -0.6682, 0.9809], [-3.4826, -1.6612, -0.1267], [-4.5756, -2.5103, 0.0404], [-4.7969, -3.5272, -0.8628], [-3.8956, -3.6954, -1.9056], [-2.8626, -2.7918, -2.0167], [-2.6580, -1.7675, -1.1725], [-1.3403, -0.5482, 0.3729], [-3.9609, 0.1154, 0.9735], [-3.3184, -1.2289, 1.9185], [-5.2242, -2.3725, 0.8958], [-5.6417, -4.1933, -0.7463], [-3.9986, -4.4919, -2.6283], [-2.1645, -2.8900, -2.8391], [3.6175, -3.4260, -7.0297], [2.8465, -2.8913, -6.3686], [1.8784, -2.2220, -5.5423], [1.2729, -1.0513, -5.9875], [0.3366, -0.4519, -5.1708], [0.0199, -0.9633, -3.9768], [0.6202, -2.0723, -3.5351], [1.5546, -2.7467, -4.2963], [1.5229, -0.6176, -6.9440], [-0.1749, 0.4565, -5.4591], [0.3582, -2.4015, -2.5338], [2.0257, -3.6427, -3.9207], [1.4498, -4.7014, -0.2075], [0.4256, -3.1467, 0.4211], [1.5972, -2.6845, 1.9146], [-1.0362, -4.1267, 1.3474], [-0.6184, -5.0982, 2.4004], [-0.4333, -4.6851, 3.7189], [-0.0177, -5.5786, 4.6945], [0.2218, -6.9062, 4.3692], [0.0372, -7.3322, 3.0619], [-0.3798, -6.4358, 2.0886], [1.6816, -5.3865, 0.6078], [2.3820, -4.3410, -0.6440], [0.8833, -5.2333, -0.9733], [1.7457, -3.5295, 2.5864], [1.1840, -1.8403, 2.4665], [2.5542, -2.3767, 1.4936], [-1.5894, -4.6239, 0.5465], [-1.6937, -3.3580, 1.7594], [-0.6210, -3.6502, 3.9828], [0.1186, -5.2370, 5.7126], [0.5419, -7.6054, 5.1303], [0.2135, -8.3671, 2.7976], [-0.5326, -6.7797, 1.0719], [3.9586, 3.1057, -0.5702], [2.8416, 2.9966, 0.9342], [3.1329, 1.3676, 1.8297], [3.2985, 4.3686, 2.1408], [0.4121, 2.9814, 0.1680], [0.1434, 5.2348, -0.9683], [0.5058, 5.1077, -2.8023], [1.3072, 6.5196, -0.2337], [-1.6229, 5.8016, -0.6668], [-0.8308, 3.2008, 2.3648], [-0.3024, 1.8152, 3.5170], [-0.3444, 4.8129, 3.2234], [-2.6872, 3.3164, 2.1103], [4.9865, 2.9325, -0.2378], [3.9138, 4.0954, -1.0306], [3.7066, 2.3706, -1.3339], [4.1525, 1.3397, 2.2249], [2.9983, 0.5091, 1.1695], [2.4436, 1.2558, 2.6682], [4.3891, 4.4024, 2.2285], [2.8966, 4.1606, 3.1347], [2.9573, 5.3569, 1.8348], [1.4796, 4.6630, -3.0079], [0.4948, 6.1292, -3.1946], [-0.2455, 4.5216, -3.3336], [2.3510, 6.2605, -0.4260], [1.1760, 6.6234, 0.8445], [1.1210, 7.4950, -0.6928], [-2.3443, 5.0791, -1.0543], [-1.8013, 6.7634, -1.1550], [-1.8092, 5.9268, 0.4017], [0.7044, 2.0175, 3.8855], [-0.3274, 0.8302, 3.0499], [-0.9769, 1.8009, 4.3784], [0.6449, 4.7565, 3.6806], [-1.0645, 5.0556, 4.0104], [-0.3391, 5.6476, 2.5183], [-3.0588, 2.7465, 1.2608], [-2.9558, 4.3649, 1.9703], [-3.1858, 2.9552, 3.0146], [-3.2458, 1.8068, -1.5972], [-3.2647, -0.5613, -4.5401]],
  "lowdin_charge": [0.35, 0.12, -0.59, -0.29, -0.58, 0.14, -0.26, -0.13, -0.25, -0.27, -0.01, -0.04, -0.06, -0.24, 0.06, 0.02, 0.10, 0.12, 0.12, 0.11, 0.11, 0.06, 0.19, -0.16, -0.19, 0.04, -0.11, -0.06, -0.08, 0.03, 0.13, 0.11, 0.08, 0.13, -0.33, 1.16, -0.31, -0.35, -0.32, -0.07, -0.08, -0.10, -0.09, -0.07, 0.02, 0.02, 0.02, 0.02, 0.02, 0.02, 0.07, 0.06, 0.11, 0.10, 0.10, 0.10, 0.11, -0.21, 0.31, -0.22, -0.22, 1.01, 0.30, -0.21, -0.23, -0.22, 0.30, -0.22, -0.22, -0.22, 0.03, 0.02, 0.01, 0.03, 0.01, 0.00, 0.03, 0.02, 0.01, 0.02, 0.03, 0.03, 0.02, 0.01, 0.03, 0.00, 0.03, 0.01, 0.01, 0.01, 0.03, 0.01, 0.03, 0.01, -0.05, 0.02, 0.03, 0.43, 0.26],
  "e_tot_ev": -179052.0888,
  "orbital_gap_ev": 5.824,
  "lumo_energy_ha": -0.0588,
  "relative_energy_kcal_mol": 36.28
}



{
  "formula": "C41H49N9O6S",
  "method": "ωB97M-V with the def2-TZVPD basis set",
  "symbols": ["O", "S", "O", "O", "C", "C", "O", "H", "H", "H", "H", "C", "C", "C", "N", "C", "C", "H", "H", "H", "H", "H", "C", "C", "C", "N", "C", "C", "H", "H", "H", "H", "H", "C", "C", "C", "N", "C", "C", "H", "H", "H", "H", "H", "C", "C", "C", "N", "C", "C", "H", "H", "H", "H", "H", "C", "C", "C", "N", "C", "C", "H", "H", "H", "H", "H", "C", "C", "C", "N", "C", "C", "H", "H", "H", "H", "H", "C", "C", "C", "N", "C", "C", "H", "H", "H", "H", "H", "C", "C", "N", "O", "H", "H", "H", "H", "H", "C", "C", "N", "O", "H", "H", "H", "H", "H"],
  "coordinates": [[0.4295, 3.2779, 4.4739], [0.9228, 3.8554, 5.7079], [0.5634, 3.3185, 7.0376], [2.5454, 4.1347, 5.7186], [2.8037, 5.2663, 6.4676], [1.6256, 6.2363, 6.1948], [0.5851, 5.5097, 5.7092], [2.8782, 4.9597, 7.5109], [3.7268, 5.7985, 6.2378], [1.8129, 7.0893, 5.5426], [1.2127, 6.6433, 7.1178], [-4.9017, 4.0549, 4.3612], [-4.6587, 5.3922, 4.3454], [-4.5679, 6.0347, 5.5692], [-4.7574, 5.4754, 6.8112], [-5.0209, 4.1214, 6.7699], [-4.9169, 3.3402, 5.6242], [-4.8166, 3.5259, 3.4234], [-4.5110, 5.9352, 3.4236], [-4.6403, 7.1081, 5.6631], [-5.0498, 3.6266, 7.7295], [-4.9062, 2.2609, 5.5890], [3.3660, 6.6826, -0.4687], [2.1667, 6.9691, 0.1820], [1.7659, 8.3091, 0.4069], [2.5153, 9.3169, -0.0629], [3.6237, 9.0493, -0.8000], [4.1854, 7.7841, -0.9729], [3.7856, 5.6879, -0.4389], [1.6076, 6.1569, 0.6227], [0.8186, 8.5892, 0.8434], [4.1364, 9.8481, -1.3153], [5.1712, 7.5315, -1.3345], [-0.2462, 1.0421, -1.0595], [0.8697, 1.2478, -1.9074], [1.4889, 0.1724, -2.5196], [1.1743, -1.1345, -2.2294], [0.2818, -1.3043, -1.1982], [-0.4913, -0.2680, -0.6454], [-0.7917, 1.8292, -0.5603], [1.0080, 2.2536, -2.2757], [2.2742, 0.4194, -3.2186], [0.1531, -2.3528, -0.9738], [-1.1382, -0.4591, 0.1981], [1.1950, -8.1542, 5.2433], [0.8112, -8.0443, 3.9383], [0.5438, -9.2500, 3.2405], [0.6205, -10.4740, 3.8223], [0.9733, -10.6094, 5.0832], [1.2526, -9.4710, 5.8821], [1.5014, -7.2976, 5.8253], [0.8841, -7.1115, 3.3988], [0.3436, -9.3213, 2.1816], [1.0228, -11.5993, 5.5122], [1.6344, -9.5413, 6.8899], [5.2887, -6.2824, -7.4618], [4.9532, -5.0706, -6.9166], [3.7913, -4.4579, -7.3810], [2.9351, -5.1842, -8.2041], [3.2321, -6.4242, -8.6199], [4.4394, -6.9675, -8.3621], [6.2658, -6.6588, -7.1971], [5.5922, -4.5226, -6.2400], [3.4484, -3.4871, -7.0549], [2.4644, -6.8496, -9.2491], [4.6183, -7.9369, -8.8034], [8.1412, -1.3879, -0.4295], [9.0475, -1.9767, 0.3858], [10.4137, -2.0189, -0.0293], [10.8740, -1.4560, -1.1747], [9.8677, -0.9569, -1.9958], [8.4618, -1.0597, -1.7513], [7.1179, -1.3344, -0.0886], [8.7704, -2.5583, 1.2526], [11.1609, -2.4772, 0.6017], [10.2649, -0.4950, -2.8876], [7.8050, -0.7035, -2.5311], [-6.4673, 4.7248, -3.6468], [-6.3247, 3.8117, -2.6238], [-7.2253, 3.7975, -1.5899], [-8.2981, 4.6815, -1.5418], [-8.4410, 5.5542, -2.5831], [-7.5747, 5.5866, -3.6713], [-5.7034, 4.8076, -4.4058], [-5.5470, 3.0679, -2.7149], [-7.3121, 2.9616, -0.9116], [-9.2963, 6.2136, -2.5834], [-7.8668, 6.2854, -4.4412], [-2.5262, -4.8131, -4.3487], [-2.7310, -3.4703, -5.0648], [-1.7133, -2.8738, -5.7012], [-3.8223, -2.9494, -4.8665], [-3.2376, -5.5803, -4.6543], [-2.8067, -4.5601, -3.3263], [-1.4994, -5.1743, -4.2900], [-1.8130, -2.0051, -6.2068], [-0.9116, -3.4484, -5.9182], [-6.5483, -2.8479, 0.2670], [-6.6267, -3.5447, 1.6118], [-7.7729, -3.8242, 2.1386], [-5.5975, -3.9655, 2.0690], [-7.3678, -2.1332, 0.1914], [-6.6611, -3.6237, -0.4903], [-5.6497, -2.2350, 0.1961], [-8.6089, -3.2992, 1.9250], [-7.8697, -4.3398, 3.0017]],
  "lowdin_charge": [-0.23, 0.77, -0.25, -0.19, -0.20, -0.23, -0.20, 0.13, 0.13, 0.13, 0.13, -0.08, -0.10, -0.15, 0.05, -0.15, -0.05, 0.10, 0.10, 0.09, 0.09, 0.09, -0.07, -0.09, -0.14, 0.04, -0.16, -0.05, 0.09, 0.09, 0.10, 0.09, 0.09, -0.07, -0.09, -0.15, 0.05, -0.13, -0.08, 0.10, 0.09, 0.09, 0.09, 0.10, -0.08, -0.09, -0.12, 0.03, -0.17, -0.04, 0.09, 0.10, 0.10, 0.10, 0.08, -0.08, -0.09, -0.11, 0.04, -0.18, -0.08, 0.10, 0.10, 0.09, 0.10, 0.10, -0.12, -0.09, -0.14, 0.04, -0.12, -0.05, 0.10, 0.10, 0.09, 0.09, 0.09, -0.08, -0.10, -0.13, 0.05, -0.15, -0.07, 0.10, 0.10, 0.10, 0.10, 0.10, -0.01, -0.60, 0.16, 0.01, 0.08, 0.08, 0.07, 0.11, 0.10, 0.00, -0.67, 0.16, 0.04, 0.07, 0.09, 0.08, 0.11, 0.12],
  "e_tot_ev": -79837.0785,
  "orbital_gap_ev": 9.560,
  "lumo_energy_ha": 0.0041,
  "smiles": "O=S1(=O)OCCO1.c1ccncc1.c1ccncc1.c1ccncc1.c1ccncc1.c1ccncc1.c1ccncc1.c1ccncc1.CC(N)=O.CC(N)=O"
}



{
  "formula": "Cl2H3P3",
  "method": "ωB97M-V with the def2-TZVPD basis set",
  "symbols": ["P", "P", "Cl", "P", "Cl", "H", "H", "H"],
  "coordinates": [[-0.0240, 1.0289, 0.8058], [0.1809, -0.7230, -0.6522], [0.7554, 0.1574, -2.3319], [-1.9468, -1.0813, -0.6561], [-2.4344, -0.4723, 1.0672], [0.7810, 0.7116, 2.0233], [1.0946, 1.6944, 0.4966], [1.5933, -1.3157, -0.7527]],
  "lowdin_charge": [0.45, -0.18, 0.14, -0.04, 0.00, -0.10, -0.22, -0.06],
  "e_tot_ev": -52957.6817,
  "orbital_gap_ev": 7.470,
  "lumo_energy_ha": -0.0077,
  "relative_energy_kcal_mol": 60.02,
  "smiles": "P[P@H](Cl)=PCl"
}



{
  "formula": "C4H5N3",
  "method": "ωB97M-V with the def2-TZVPD basis set",
  "symbols": ["C", "N", "C", "C", "N", "C", "N", "H", "H", "H", "H", "H"],
  "coordinates": [[1.8962, -0.0553, -0.1150], [0.3938, -0.1368, -0.5729], [-0.8472, 0.4088, -0.0620], [-1.9844, -0.1731, -0.8786], [-2.8564, -0.6120, -1.5041], [-1.1581, 0.1573, 1.3986], [-1.2736, -0.1056, 2.5288], [2.6703, 0.4725, -0.8009], [2.1623, -1.0155, 0.3072], [1.7364, 0.6947, 0.7459], [0.2192, -1.0860, -0.8295], [-1.0017, 1.4937, -0.1837]],
  "lowdin_charge": [-0.05, -0.09, -0.34, -0.16, 0.17, -0.16, 0.15, 0.10, 0.06, 0.09, 0.08, 0.15],
  "e_tot_ev": -8696.8087,
  "orbital_gap_ev": 10.697,
  "lumo_energy_ha": 0.0196,
  "relative_energy_kcal_mol": 69.27,
  "smiles": "CNC(C#N)C#N"
}



{
  "formula": "C4H12N2O",
  "method": "ωB97M-V with the def2-TZVPD basis set",
  "symbols": ["C", "C", "O", "H", "H", "H", "H", "H", "H", "C", "C", "N", "N", "H", "H", "H", "H", "H", "H"],
  "coordinates": [[-0.5714, 0.3097, 1.1097], [0.0224, 0.1015, 2.5026], [-0.7381, 1.7079, 0.9400], [-0.2790, 1.9714, 0.1189], [-1.5610, -0.1656, 1.0825], [0.5600, -0.3248, 0.5102], [1.0401, 0.5087, 2.5364], [0.0713, -0.9682, 2.7283], [-0.5816, 0.5793, 3.2829], [-0.6506, -1.0575, -1.8227], [0.2574, 0.0286, -1.3294], [1.4229, -0.4320, -0.5743], [0.3097, 1.2506, -1.7398], [1.8023, -1.3526, -0.7877], [2.0772, 0.3330, -0.4323], [-0.5372, 1.4891, -2.2577], [-0.3647, -1.3322, -2.8450], [-0.5994, -1.9496, -1.1961], [-1.6802, -0.6974, -1.8265]],
  "lowdin_charge": [-0.40, -0.14, -0.12, 0.04, 0.09, 0.13, 0.06, 0.06, 0.06, -0.03, -0.51, 0.05, 0.13, 0.12, 0.12, 0.07, 0.09, 0.08, 0.09],
  "e_tot_ev": -9367.4511,
  "orbital_gap_ev": 8.413,
  "lumo_energy_ha": 0.0243,
  "relative_energy_kcal_mol": 86.31
}